C2H8NO2 | wB97M-V/def2-TZVPD

E_HOMO: -3.9 eV
energy above the lowest of the compared OMol25 structures with the same formula, charge and spin: 28.4 kcal/mol
frontier orbital gap: 8.295 eV
LUMO: 4.41 eV
molecular weight: 78.09 u

```
! wB97M-V def2-TZVPD RIJCOSX def2/J DEFGRID3
* xyz -1 1
O 0.409 1.449 0.217
O -0.320 0.395 -1.906
N -0.619 -1.431 -0.183
C -0.041 -0.932 -1.529
C 0.399 1.103 1.531
H -0.390 -1.665 -2.231
H -0.567 0.538 1.842
H -1.482 -0.868 -0.060
H -0.034 -0.903 0.491
H 0.485 2.055 2.196
H -0.040 1.074 -0.799
H 1.096 -1.108 -1.507
H 1.104 0.291 1.937
*
```